A 13-piece molecular cluster, C26H25Cl36F2IN4O4 overall, computed with ωB97M-V with the def2-TZVPD basis set.

Results
E_HOMO = -8.55 eV
HOMO-LUMO gap = 0.2926 Ha

Geometry as ORCA input:
```
! wB97M-V def2-TZVPD RIJCOSX def2/J DEFGRID3
* xyz 0 1
C -0.86157 -2.55029 -2.88881
C -0.18205 -1.24839 -2.43201
N -0.64685 -0.10430 -3.26932
C -1.13836 0.98561 -2.52513
C -0.36016 2.09796 -2.27622
O 0.94195 2.17275 -2.73440
C -0.87389 3.19214 -1.54419
I 0.27346 4.89846 -1.15733
C -2.16062 3.14624 -1.09332
C -2.97273 2.03071 -1.32814
N -4.26053 2.04616 -0.85839
C -4.95142 0.97654 -1.07524
O -6.23499 0.89268 -0.66490
C -6.44652 1.12715 0.73066
C -7.72568 1.94590 0.87123
C -4.40694 -0.13650 -1.78511
N -5.27217 -1.30173 -1.96598
C -4.48576 -2.48254 -2.17602
O -4.20374 -3.19654 -1.28448
F -4.07160 -2.71421 -3.39520
C -6.23749 -1.15427 -2.97121
O -6.65039 -2.06858 -3.60574
F -6.70674 0.06380 -3.14643
N -3.21003 -0.19826 -2.26417
C -2.47082 0.93165 -2.03207
H -1.51076 -2.39692 -3.74002
H -1.44652 -2.93621 -2.05506
H -0.09265 -3.26566 -3.17311
H -0.42919 -1.00786 -1.40153
H 0.89815 -1.29565 -2.54776
H 0.09344 0.20698 -3.87708
H 0.89902 2.24627 -3.69437
H -2.57318 3.97043 -0.52931
H -6.59965 0.18607 1.26609
H -5.60829 1.62548 1.21267
H -7.62731 2.79363 0.19333
H -7.89824 2.26251 1.89423
H -8.54253 1.34735 0.47049
C 2.25236 -6.20243 -0.50011
Cl 1.66927 -4.71944 0.24356
Cl 1.02007 -7.46871 -0.44884
Cl 2.78786 -5.92408 -2.15797
H 3.10290 -6.54248 0.07081
C -2.92301 -3.20416 -6.79993
Cl -2.43514 -3.48350 -8.47408
Cl -1.73532 -3.86478 -5.67878
Cl -3.16430 -1.48117 -6.50016
H -3.86416 -3.71120 -6.63377
C -1.72290 -4.16346 2.36771
Cl -0.65543 -2.76211 2.20347
Cl -0.86240 -5.63648 1.92827
Cl -2.36163 -4.27385 4.01316
H -2.54964 -4.03495 1.69201
C 4.44132 -6.07778 3.50810
Cl 3.88021 -4.53786 4.15044
Cl 3.20080 -7.32087 3.69558
Cl 4.89856 -5.91552 1.80953
H 5.31541 -6.38330 4.06797
C -0.56172 8.84903 -3.06577
Cl -1.94431 8.06149 -3.82674
Cl -0.68672 8.77895 -1.30486
Cl 0.95180 8.11801 -3.59760
H -0.55914 9.88952 -3.36130
C 3.02026 -4.76837 8.36119
Cl 3.31134 -5.52228 9.92836
Cl 4.16580 -3.45528 8.07580
Cl 3.10585 -5.95577 7.06109
H 2.02241 -4.34963 8.36904
C 0.35841 6.92017 2.80865
Cl -0.17868 7.52164 1.23353
Cl 0.84275 5.22855 2.71049
Cl 1.67776 7.91146 3.43289
H -0.47271 6.99209 3.49726
C 0.00134 -7.88355 10.61641
Cl -1.31284 -9.04089 10.40501
Cl 1.33235 -8.60664 11.52157
Cl 0.56433 -7.28037 9.05824
H -0.37647 -7.04548 11.18642
C 2.18854 0.16605 1.49061
Cl 0.85529 -0.00575 2.64107
Cl 2.50797 -1.37480 0.69661
Cl 1.86301 1.47257 0.32794
H 3.07767 0.44044 2.04209
C 6.87173 -4.87301 -1.77853
Cl 5.85339 -6.17512 -1.16173
Cl 6.53740 -4.57790 -3.48506
Cl 6.63652 -3.40379 -0.83129
H 7.90524 -5.17706 -1.68306
C 4.46290 9.65399 -4.58668
Cl 6.09646 10.06656 -5.11405
Cl 4.14842 7.93404 -4.82447
Cl 4.21549 10.10297 -2.90118
H 3.76123 10.21286 -5.19120
C 6.73071 9.10594 0.35992
Cl 6.43500 10.63241 1.19586
Cl 5.31362 8.05818 0.45777
Cl 7.18185 9.39166 -1.32003
H 7.55422 8.60669 0.85213
*
```

---

C2H3CuFO as an isolated structure, computed with ωB97M-V with the def2-TZVPD basis set.

Results
E_HOMO (alpha / beta) = -16.81 / -16.59 eV
ΔE to the lowest compared entry with this formula, charge and spin = 0.0 kcal per mole
HOMO-LUMO gap (alpha / beta) = 0.4051 / 0.2877 Ha

Geometry as ORCA input:
```
! wB97M-V def2-TZVPD RIJCOSX def2/J DEFGRID3
* xyz 1 3
C -1.01633 0.20423 0.28971
C -0.35550 -0.73871 -0.40766
H -1.16199 0.20292 1.37327
F -1.57961 1.22905 -0.30445
H -0.06630 -1.64524 0.13384
H -0.37307 -0.72800 -1.50246
O 2.87398 1.32947 0.53100
Cu 1.67884 0.14629 -0.11325
*
```

---

One molecule with the formula C2H5N3O4, computed with ωB97M-V with the def2-TZVPD basis set.

Results
E_HOMO (alpha / beta) = -10.35 / -10.35 eV
ΔE to the lowest compared entry with this formula, charge and spin = 184.4 kcal per mole
HOMO-LUMO gap (alpha / beta) = 0.3289 / 0.3289 Ha

Geometry as ORCA input:
```
! wB97M-V def2-TZVPD RIJCOSX def2/J DEFGRID3
* xyz 0 1
C 0.38180 1.87157 0.84578
C -0.30630 1.29373 -0.43128
N 0.62110 -2.27171 0.03362
N 0.67458 -0.74411 -0.40863
N -0.61896 -2.80696 -0.10438
O 1.70784 -0.20063 -0.56204
O -0.51834 -4.00622 -0.03375
O -1.57990 -2.18125 -0.43947
O -0.46124 -0.10849 -0.35461
H 0.23650 2.92202 0.83858
H -0.23607 1.42049 1.57332
H 1.44712 1.42315 0.92833
H 0.10031 1.75605 -1.29112
H -1.44846 1.63234 -0.59436
*
```

---

One molecule with the formula C9H9N2P, computed with ωB97M-V with the def2-TZVPD basis set.

Results
E_HOMO (alpha / beta) = -7.12 / -7.12 eV
ΔE to the lowest compared entry with this formula, charge and spin = 13.5 kcal per mole
HOMO-LUMO gap (alpha / beta) = 0.2542 / 0.2546 Ha

Geometry as ORCA input:
```
! wB97M-V def2-TZVPD RIJCOSX def2/J DEFGRID3
* xyz 0 1
C -2.99719 -0.88015 0.00118
C -2.29374 -1.31863 1.13906
C -2.36914 -0.72030 -1.24356
C -0.91812 -1.43838 1.04996
C -0.98614 -0.83877 -1.35287
C -0.26873 -1.09398 -0.17224
C 1.14464 -1.00477 -0.02449
C 1.85776 1.50695 0.09693
C 1.08725 2.66922 -0.24005
N 3.03742 1.12765 0.26795
N 3.52595 -0.09402 0.46125
P 2.57731 -1.60068 0.26817
H -4.10603 -0.70572 0.21339
H -2.78243 -1.65863 1.98480
H -2.97746 -0.53934 -2.15367
H -0.33587 -1.61638 1.90085
H -0.44508 -0.70958 -2.40141
H 0.73605 2.59388 -1.20019
H 1.82921 3.60387 -0.15210
H 0.31019 2.82029 0.49167
H 4.37416 -0.10254 1.06535
*
```

---

C22H30CeF3GeN3O3 as an isolated structure, computed with ωB97M-V with the def2-TZVPD basis set.

Results
E_HOMO (alpha / beta) = -13.45 / -13.45 eV
ΔE to the lowest compared entry with this formula, charge and spin = 0.0 kcal per mole
HOMO-LUMO gap (alpha / beta) = 0.2717 / 0.2718 Ha

Geometry as ORCA input:
```
! wB97M-V def2-TZVPD RIJCOSX def2/J DEFGRID3
* xyz 2 1
Ce -17.47780 6.52296 -3.71843
F -23.80731 5.50365 0.07546
C -22.58115 4.96434 0.30758
C -21.53297 5.36787 -0.49338
C -20.25459 4.80008 -0.32232
C -19.19041 5.10204 -1.20826
O -19.28305 6.05332 -2.11552
C -17.96933 4.30329 -1.09905
C -17.79395 3.54098 0.04517
N -18.79990 3.32089 1.01003
C -18.55573 2.42544 2.03233
C -17.23648 2.53189 2.86874
C -18.53525 2.90554 3.53193
C -20.07522 3.86453 0.75561
C -21.16266 3.49709 1.53516
C -22.48617 3.97642 1.31971
N -23.57173 3.47429 2.02313
C -24.66933 4.32270 2.38099
C -25.48205 3.87685 3.59966
N -24.76180 2.90657 4.47030
C -24.16275 1.70547 3.74178
C -23.63381 2.05245 2.33819
C -16.96952 4.56816 -2.18243
O -17.28787 4.24000 -3.39238
O -15.92670 5.32291 -1.93514
H -21.68013 6.13562 -1.26933
H -16.83476 3.06384 0.27522
H -18.90740 1.40241 2.00649
H -16.56936 3.35496 2.59290
H -16.88548 1.52424 3.06891
H -18.71575 3.97211 3.65898
H -18.97224 2.13182 4.16331
H -21.07446 2.76082 2.33710
H -25.39928 4.46659 1.57094
H -24.25053 5.32352 2.57566
H -26.41925 3.43341 3.25572
H -25.76473 4.76973 4.21537
H -25.36328 2.56389 5.24273
H -23.99113 3.39443 4.98162
H -24.94590 0.93189 3.63722
H -23.35763 1.30910 4.37780
H -24.30029 1.53522 1.59850
H -22.63966 1.63731 2.15360
C -16.23356 6.76696 -8.64766
Ge -16.50641 7.04254 -6.68127
C -15.11629 6.04495 -5.60786
C -16.27937 8.99742 -6.33594
C -18.27674 6.51980 -5.97457
H -15.21423 7.11543 -8.90276
H -16.97183 7.36461 -9.24051
H -16.31863 5.71582 -8.94016
H -14.11570 6.24159 -6.01610
H -15.31330 4.95643 -5.59696
H -15.05676 6.37183 -4.55010
H -15.61477 9.41307 -7.11733
H -15.75452 9.17795 -5.37715
H -17.26045 9.49427 -6.32081
H -18.53791 5.48213 -6.24631
H -19.07215 7.16712 -6.39315
F -18.13300 9.39644 -3.10059
C -17.05616 8.63014 -2.60318
F -17.33293 8.52093 -1.24300
H -16.22600 9.36603 -2.63747
*
```

---

A 2-piece molecular cluster, C7H8BrNO overall, computed with ωB97M-V with the def2-TZVPD basis set.

Results
Structure (SMILES) = C=C/C=C(/C)Br.N#CC=O
E_HOMO = -8.62 eV
ΔE to the lowest compared entry with this formula, charge and spin = 64.0 kcal per mole
HOMO-LUMO gap = 0.2875 Ha

Geometry as ORCA input:
```
! wB97M-V def2-TZVPD RIJCOSX def2/J DEFGRID3
* xyz 0 1
C 0.58458 -1.91047 1.82353
C -0.37547 -1.01559 1.58616
C -0.70299 -0.39566 0.28128
C 0.14304 0.14302 -0.63029
C -0.39238 0.74162 -1.85263
Br 2.01676 0.41339 -0.35272
H 1.34695 -2.15630 1.13064
H 0.59869 -2.30939 2.80338
H -1.21571 -0.72142 2.37876
H -1.68231 -0.15416 0.13031
H 0.37757 0.76534 -2.55515
H -0.79294 1.69510 -1.55785
H -1.16047 0.10834 -2.24950
N 0.20289 -0.65503 -4.54100
C 0.46137 -1.75719 -4.39042
C 0.70692 -3.02680 -3.70355
O 1.80072 -3.41587 -3.41015
H -0.20252 -3.49026 -3.30767
*
```